No. 1
{"formula": "H9NO3", "method": "wB97M-V/def2-TZVPD", "species": ["N", "H", "H", "H", "H", "H", "O", "H", "H", "O", "H", "H", "O"], "positions_angstrom": [[-1.89, 1.15, -0.30], [-2.80, 1.50, -0.60], [-1.36, 1.12, -1.16], [-1.30, 1.01, 0.50], [-1.71, -0.60, -0.29], [-1.90, -1.82, 0.81], [-1.54, -1.61, -0.05], [2.49, 0.01, 0.58], [3.60, 0.81, 1.40], [3.43, 0.29, 0.62], [0.34, -0.93, -0.18], [1.58, -0.64, -1.03], [1.07, -0.29, -0.30]], "nbo_charge": [-1.1516, 0.4180, 0.3809, 0.4221, 0.4929, 0.4750, -1.0211, 0.4924, 0.4645, -0.9872, 0.5083, 0.4854, -0.9795], "de_lowest_ev": 0.832, "max_force_ev_per_a": 3.0, "smiles": "N.O.O.O", "total_charge": 0, "gap_ha": 0.406, "total_energy_ev": -7778.3332}

***

No. 2
{"formula": "C3H3BrO2", "method": "wB97M-V/def2-TZVPD", "species": ["C", "C", "C", "O", "O", "Br", "H", "H", "H"], "positions_angstrom": [[0.19, 1.44, -0.23], [-0.67, -1.08, 0.29], [0.35, 0.01, 0.00], [0.90, 2.31, 0.18], [-0.32, -0.80, -1.06], [2.23, -0.66, 0.32], [-0.77, 1.47, -0.85], [-0.35, -1.97, 0.60], [-1.56, -0.72, 0.74]], "nbo_charge": [0.3807, -0.0577, 0.0858, -0.4489, -0.4664, -0.0095, 0.1330, 0.1974, 0.1856], "de_lowest_ev": 1.892, "max_force_ev_per_a": 5.2, "smiles": "O=C[C@@]1(Br)CO1", "total_charge": 0, "gap_ha": 0.380, "total_energy_ev": -77294.3722}

***

No. 3
{"formula": "C5H4NO2", "method": "wB97M-V/def2-TZVPD", "species": ["C", "C", "C", "C", "C", "N", "O", "O", "H", "H", "H", "H"], "positions_angstrom": [[0.41, 0.72, -1.19], [-0.44, 1.69, -0.81], [-0.01, -2.16, -0.91], [-0.26, 1.08, 0.66], [0.66, -0.01, 0.09], [0.18, -1.37, 0.16], [-1.09, 2.68, -1.17], [-0.28, -3.36, -0.80], [0.21, 1.77, 1.36], [-1.21, 0.70, 1.04], [1.70, 0.04, 0.47], [0.14, -1.78, 1.10]], "nbo_charge": [-0.2793, 0.3607, 0.6071, -0.4505, -0.1278, -0.6604, -0.7320, -0.6137, 0.1808, 0.1860, 0.1549, 0.3741], "de_lowest_ev": 4.588, "max_force_ev_per_a": 2.5, "total_charge": -1, "gap_ha": [0.253, 0.218], "total_energy_ev": -10831.0354}

***

No. 4
{"formula": "C6H10O2S2", "method": "wB97M-V/def2-TZVPD", "species": ["C", "C", "C", "C", "C", "C", "O", "O", "S", "S", "H", "H", "H", "H", "H", "H", "H", "H", "H", "H"], "positions_angstrom": [[-0.83, -1.24, -0.18], [-0.54, 2.04, 2.74], [0.45, 1.68, 1.97], [0.27, -0.44, 0.52], [-1.87, -1.86, 0.62], [1.99, -0.12, -3.30], [-0.65, -1.33, -1.35], [-1.43, 1.52, -0.08], [1.43, -1.22, 1.26], [0.07, 1.36, 0.16], [-0.32, 2.21, 3.79], [-1.54, 2.28, 2.38], [1.51, 1.77, 2.23], [2.56, -0.86, -3.90], [-1.64, -2.93, 1.06], [-2.76, -2.12, -0.04], [-2.15, -1.17, 1.49], [1.22, 0.30, -3.97], [2.73, 0.61, -3.00], [1.52, -0.49, -2.40]], "nbo_charge": [0.5222, -0.3801, -0.3920, -0.4185, -0.7450, -0.8558, -0.4912, -0.9408, 0.1728, 1.2024, 0.2140, 0.2367, 0.2414, 0.2117, 0.2710, 0.2602, 0.2492, 0.2164, 0.2053, 0.2202], "de_lowest_ev": 3.434, "max_force_ev_per_a": 3.9, "total_charge": 0, "gap_ha": 0.295, "total_energy_ev": -32146.1501}